Entry 1:
C23H50NO5P2SSiTc | ωB97M-V/def2-TZVPD

**Gap between HOMO and LUMO (alpha / beta)**: 5.27 / 5.07 eV
**LUMO (alpha / beta)**: -0.44911 / -0.45783 hartree
**HOMO level (alpha / beta)**: -17.5 / -17.5 eV
**Multiplicity**: 4
**Total energy**: -75855.728 eV
**Total charge**: +3

```
84
Properties=species:S:1:pos:R:3:lowdin_spin:R:1
Tc 0.1150 0.2855 0.0503 1.518
P -2.0859 0.3251 -0.3898 0.117
C -2.0332 0.8116 -2.1115 0.464
C -0.8387 1.3572 -2.6199 0.024
N 0.2954 1.2137 -1.8237 0.084
C 1.5216 1.4891 -2.3125 0.058
C 1.6702 2.1835 -3.5044 0.125
C 0.5513 2.4330 -4.2984 0.012
C -0.6872 1.9847 -3.8798 0.147
C 2.7055 1.0345 -1.4877 0.022
P 2.2104 -0.4145 -0.4275 0.046
H -1.5879 2.1027 -4.4817 0.005
H 2.6766 2.4825 -3.7836 0.005
H 0.6670 2.9534 -5.2466 -0.002
H 3.5301 0.7048 -2.1368 0.002
H 3.0708 1.8469 -0.8350 0.001
H -2.1144 -1.0922 -3.5507 0.007
H -2.9272 0.8539 -2.7352 0.019
H -0.9862 -2.6758 -2.3213 0.000
O -1.8537 -2.0289 -3.6377 0.011
H -2.2711 -2.3349 -4.4676 0.000
H 0.4205 -1.3275 -0.0284 0.023
O -0.4621 -2.8387 -1.4922 0.022
H 0.1064 -3.6124 -1.6876 0.000
C 2.6323 -1.8074 -1.4976 0.001
H 3.6605 -1.6915 -1.8663 -0.001
H 2.5396 -2.7158 -0.8889 0.000
H 1.9209 -1.8641 -2.3306 0.000
C 3.4677 -0.4622 0.8632 0.019
H 3.3295 -1.3963 1.4220 0.000
H 4.4667 -0.4448 0.4076 0.002
H 3.3555 0.3909 1.5426 0.001
C -2.9017 1.6840 0.5254 0.024
H -3.9328 1.7839 0.1581 -0.001
H -2.8950 1.4624 1.6033 0.004
H -2.3505 2.6201 0.3548 0.000
C -3.2477 -1.0640 -0.3443 0.035
H -3.4757 -1.3031 0.7014 0.001
H -4.1703 -0.7802 -0.8689 0.004
H -2.7843 -1.9320 -0.8313 0.000
C -0.1810 -3.1464 3.7900 0.000
C -0.9627 -1.8403 3.7797 0.000
C -2.2769 -2.0306 3.0347 0.001
C -1.2197 -1.3647 5.2047 0.000
O -0.1513 -0.8724 3.0442 -0.002
Si 0.0524 0.7334 3.3440 0.013
S 0.7794 1.7941 1.7080 0.171
O -1.3793 1.4296 3.8002 0.005
C -1.6396 2.7057 4.4692 0.000
C -1.5113 3.8245 3.4468 -0.001
C -3.0625 2.6331 4.9988 0.000
C -0.6946 2.9395 5.6430 0.000
O 1.0628 0.8895 4.6142 0.009
C 2.4242 0.6635 5.0781 0.001
C 3.3192 1.7688 4.5325 0.003
C 2.3719 0.7419 6.5994 0.001
C 2.8982 -0.7101 4.6282 0.000
H -0.7728 -3.9167 4.2979 0.000
H 0.7718 -3.0396 4.3220 0.000
H 0.0210 -3.4868 2.7686 0.000
H -2.8890 -2.7914 3.5393 0.000
H -2.8464 -1.0925 3.0034 0.000
H -2.0835 -2.3799 2.0136 0.000
H -0.2779 -1.1949 5.7417 0.000
H -1.8127 -0.4415 5.2183 0.000
H -1.7805 -2.1277 5.7648 0.000
H -2.2077 3.6609 2.6169 0.000
H -1.7565 4.7803 3.9308 0.000
H -0.4976 3.8805 3.0304 -0.001
H -3.1688 1.8176 5.7252 0.000
H -3.3018 3.5724 5.5125 0.000
H -3.7819 2.4878 4.1841 0.000
H -0.7484 2.1085 6.3565 0.000
H 0.3442 3.0891 5.3256 0.000
H -0.9874 3.8446 6.1989 0.000
H 2.9634 2.7524 4.8667 0.000
H 4.3392 1.6342 4.9185 0.000
H 3.3537 1.7610 3.4354 0.003
H 1.7459 -0.0605 7.0127 0.000
H 3.3769 0.6300 7.0238 0.000
H 1.9835 1.7148 6.9266 0.000
H 2.2536 -1.4956 5.0449 0.000
H 2.9034 -0.7950 3.5330 0.000
H 3.9202 -0.8855 4.9949 0.000
```

=====

Entry 2:
C23H50O4P | ωB97M-V/def2-TZVPD

**Gap between HOMO and LUMO**: 7.53 eV
**LUMO**: -0.11342 hartree
**HOMO level**: -10.6 eV
**Total energy**: -42129.146 eV
**Total charge**: +1

```
78
Properties=species:S:1:pos:R:3:lowdin_charge:R:1
C -8.0506 -3.1728 -4.6288 -0.141
C -8.3157 -2.1083 -5.8024 -0.249
C -8.1120 -0.5801 -5.3660 -0.225
C -6.6706 0.0116 -5.7551 -0.219
C -5.5547 -0.3507 -4.6478 -0.203
C -4.0455 -0.1592 -5.2211 -0.198
C -3.4239 1.2075 -4.6447 -0.212
C -2.1832 1.7770 -5.4741 -0.205
C -0.7620 1.1459 -5.0997 -0.211
C -0.7484 -0.4421 -4.9184 -0.204
C -0.8546 -0.8687 -3.3577 -0.236
C -1.1808 -2.4230 -3.1441 -0.214
C -0.1030 -3.2211 -2.2753 -0.247
C -0.2455 -3.0086 -0.6892 -0.330
P 0.1663 -1.2622 -0.1069 1.057
C 1.0405 -1.2891 1.5941 -0.302
C 0.8171 0.1796 2.2218 -0.206
C 2.1913 0.8468 2.6924 -0.171
O 2.1082 1.0905 4.1345 -0.050
C 3.3036 1.7195 4.5511 -0.414
C 3.4476 2.2249 6.0769 0.015
O 4.3044 1.8877 3.8237 0.044
H -8.8516 -3.9787 -4.5540 0.069
H -7.0380 -3.6997 -4.7076 0.066
H -8.0613 -2.5855 -3.6412 0.067
H -9.3482 -2.3024 -6.2671 0.107
H -7.5472 -2.3136 -6.6308 0.101
H -8.2339 -0.4187 -4.2348 0.109
H -8.9262 0.0312 -5.8852 0.106
H -6.3477 -0.3200 -6.8025 0.109
H -6.7509 1.1575 -5.7434 0.111
H -5.7311 -1.4529 -4.3717 0.100
H -5.7062 0.3488 -3.7631 0.109
H -3.4576 -1.0412 -4.7737 0.084
H -4.0598 -0.1794 -6.3618 0.117
H -4.2637 1.9898 -4.7476 0.114
H -3.2357 1.1173 -3.5222 0.104
H -2.1130 2.8970 -5.2137 0.112
H -2.3178 1.7408 -6.6055 0.118
H -0.2634 1.6390 -4.1878 0.113
H -0.0568 1.3784 -5.9778 0.112
H 0.3024 -0.7912 -5.2366 0.117
H -1.4738 -1.0077 -5.5812 0.102
H 0.1975 -0.6616 -2.9331 0.072
H -1.5721 -0.2118 -2.7684 0.091
H -2.2428 -2.4834 -2.7048 0.121
H -1.2353 -2.9239 -4.1762 0.122
H -0.2651 -4.3449 -2.4592 0.125
H 0.9630 -3.0094 -2.6354 0.124
H -1.2989 -3.2513 -0.2963 0.113
H 0.4711 -3.7542 -0.1853 0.109
H -1.0285 -0.4824 -0.0215 0.049
H 1.1172 -0.6272 -0.9907 0.054
H 2.1453 -1.3950 1.3524 0.095
H 0.6469 -2.1374 2.2393 0.108
H 0.0699 0.0757 3.0863 0.134
H 0.3115 0.8939 1.4796 0.096
H 3.0929 0.1731 2.4628 0.137
H 2.2766 1.8577 2.1820 0.141
H 3.5838 1.2918 6.7104 0.093
H 4.3648 2.8944 6.1563 0.093
H 2.4724 2.7823 6.3042 0.096
C 6.9905 1.2053 6.5467 -0.106
O 6.6174 2.3477 7.3067 -0.214
C 6.2698 2.0172 8.6498 -0.204
C 7.4229 2.2889 9.6110 -0.198
O 8.5351 1.4411 9.3469 -0.192
C 9.5455 2.0864 8.5819 -0.107
H 7.5170 1.5468 5.6543 0.095
H 7.6501 0.5357 7.1033 0.087
H 6.0927 0.6602 6.2374 0.075
H 5.9404 0.9747 8.7188 0.126
H 5.4256 2.6559 8.9275 0.122
H 7.0883 2.0696 10.6313 0.126
H 7.7210 3.3420 9.5735 0.127
H 10.1405 2.7357 9.2312 0.090
H 9.1284 2.6743 7.7606 0.083
H 10.1970 1.3180 8.1625 0.090
```

=====

Entry 3:
C23H51ClN3O11S4 | ωB97M-V/def2-TZVPD

**Gap between HOMO and LUMO**: 8.23 eV
**LUMO**: 0.08368 hartree
**HOMO level**: -6.0 eV
**Energy above the lowest of the compared OMol25 structures with the same formula, charge and spin**: 0.00 kJ/mol
**Total energy**: -107523.527 eV
**Total charge**: -1

```
93
Properties=species:S:1:pos:R:3:lowdin_charge:R:1
Cl -0.0900 0.3545 -0.4461 0.627
O -0.6369 -0.1620 -1.6070 -0.332
O 0.1364 1.7692 -0.6812 -0.351
O -0.9112 0.0736 0.7189 -0.371
O 1.2413 -0.2183 -0.2718 -0.363
C 3.1789 2.1036 -3.0626 -0.144
O 3.3946 1.0216 -2.1661 -0.140
H 4.0843 2.2619 -3.6486 0.076
H 2.3271 1.8992 -3.7112 0.069
H 2.9197 2.9663 -2.4491 0.063
H 2.6073 0.8504 -1.6442 0.018
C 1.6192 -2.8233 2.3392 -0.168
O 0.9290 -4.0271 2.4842 -0.126
H 1.9751 -2.6449 1.3245 0.075
H 0.9100 -2.0236 2.5531 0.051
H 2.4429 -2.9066 3.0482 0.070
H 0.8965 -4.1974 3.4284 0.076
C -1.6846 1.3375 -4.7054 -0.141
O -0.6125 2.0560 -4.0768 -0.140
H -1.1612 0.5628 -5.2658 0.051
H -2.3416 0.8786 -3.9667 0.066
H -2.2784 1.8868 -5.4360 0.075
H -0.3663 1.5820 -3.2791 0.025
N -3.4796 -2.1776 -1.5840 0.028
C -3.4194 -2.5247 -2.9203 -0.141
C -4.2920 -3.5466 -3.1231 -0.140
C -4.9567 -3.8238 -1.9078 -0.100
C -4.3187 -3.0437 -0.9552 -0.138
H -2.8453 -1.5912 -1.0607 0.117
H -2.6827 -2.1250 -3.6014 0.093
H -4.4815 -4.0730 -4.0469 0.092
H -5.6964 -4.5929 -1.7410 0.086
H -4.4853 -2.8674 0.0972 0.076
N 3.4616 5.8022 0.9531 -0.007
C 2.6751 5.0260 0.1537 -0.117
C 2.7991 3.6890 0.6079 -0.131
C 3.5418 3.6561 1.7520 -0.122
C 4.0514 4.9705 1.8998 -0.121
H 3.6540 6.7874 0.8413 0.142
H 2.1016 5.3989 -0.6821 0.102
H 2.3945 2.7841 0.1791 0.079
H 3.8028 2.7835 2.3325 0.084
H 4.6096 5.5053 2.6539 0.091
N 0.4745 1.0470 3.2388 0.035
C 0.5628 0.3289 4.4135 -0.132
C 1.1385 1.1757 5.3618 -0.136
C 1.3144 2.4292 4.8097 -0.125
C 0.8916 2.3469 3.4788 -0.118
H 0.0600 0.7457 2.3684 0.084
H 0.2707 -0.7046 4.5273 0.089
H 1.3324 0.9478 6.3995 0.087
H 1.7987 3.3144 5.1948 0.088
H 0.9429 3.0756 2.6833 0.097
C -1.0226 -4.5945 -4.9347 -0.259
S 0.0150 -3.0847 -5.2354 0.838
O -0.7636 -1.8374 -5.6432 -0.581
C 0.4942 -2.8360 -3.4516 -0.232
H -1.4077 -4.8939 -5.9094 0.041
H -1.7784 -4.5511 -4.1504 0.031
H -0.3447 -5.3864 -4.6163 0.043
H 1.0386 -1.9019 -3.3132 0.048
H 1.1442 -3.6358 -3.0967 0.052
H -0.4667 -2.7633 -2.9421 0.027
C -2.0347 -2.5084 2.9970 -0.255
S -3.7061 -1.7671 2.7350 0.826
O -4.6557 -2.4902 3.6845 -0.591
C -3.3843 -0.1266 3.5099 -0.240
H -1.4249 -2.1046 2.1889 0.021
H -1.9621 -3.5672 2.7483 0.050
H -1.6167 -2.3998 3.9978 0.053
H -3.2690 -0.2176 4.5899 0.059
H -4.1565 0.5931 3.2381 0.046
H -2.4814 0.2689 3.0447 0.023
C -4.3689 1.1985 -0.6771 -0.246
S -4.9272 2.6589 -1.6877 0.841
O -5.8330 3.4832 -0.7655 -0.603
C -3.2582 3.5186 -1.8626 -0.229
H -3.6897 0.5600 -1.2420 0.023
H -5.3409 0.7833 -0.4108 0.043
H -3.8269 1.4991 0.2195 0.050
H -3.1622 4.3141 -1.1237 0.047
H -3.0956 3.9810 -2.8362 0.041
H -2.4549 2.8370 -1.5830 0.024
C 3.9497 -0.1524 1.7896 -0.239
S 5.2167 -0.6498 3.0606 0.845
O 4.5885 -1.8683 3.7835 -0.599
C 6.5606 -1.3127 1.9903 -0.263
H 3.6686 -1.0595 1.2545 0.039
H 4.2856 0.6533 1.1368 0.049
H 3.0684 0.1938 2.3294 0.035
H 6.1726 -1.7031 1.0495 0.050
H 7.1792 -1.9618 2.6100 0.044
H 7.2507 -0.5130 1.7214 0.038
```

=====

Entry 4:
C23H51FNO9PSSi | ωB97M-V/def2-TZVPD

**Gap between HOMO and LUMO**: 8.94 eV
**SMILES**: CCCCCCCCCC[Si@@](F)(NCCCC)[PH2]=S.COC(=O)OC.COC(=O)OC.COC(=O)OC
**LUMO**: 0.02342 hartree
**HOMO level**: -8.3 eV
**Total energy**: -75318.190 eV

```
88
Properties=species:S:1:pos:R:3:lowdin_charge:R:1
C -5.8205 1.0332 6.4551 -0.111
C -5.1846 -0.2276 5.8541 -0.264
C -4.1317 0.0597 4.7710 -0.222
C -3.0223 -0.9969 4.6370 -0.210
C -1.6315 -0.4061 4.3618 -0.220
C -0.7025 -1.3033 3.5441 -0.226
C 0.4728 -0.5390 2.9415 -0.220
C 1.5088 -1.4519 2.2663 -0.219
C 2.7573 -1.7050 3.1170 -0.253
C 3.6225 -0.4520 3.3332 -0.251
Si 4.1977 0.3798 1.7737 0.286
F 4.2608 -0.7032 0.5663 -0.153
N 3.2765 1.7560 1.4159 -0.107
C 3.4557 2.4837 0.1510 -0.264
C 2.6788 1.8837 -1.0347 -0.201
C 3.5514 1.4250 -2.2103 -0.259
C 2.9309 0.2758 -3.0118 -0.106
P 6.3909 1.0388 1.8629 0.183
S 6.7504 2.9505 2.0493 0.029
H -6.8957 0.9220 6.6022 0.062
H -5.6737 1.8963 5.8015 0.067
H -5.3963 1.2905 7.4260 0.069
H -4.7106 -0.8188 6.6427 0.093
H -5.9627 -0.8725 5.4372 0.102
H -3.6821 1.0387 4.9674 0.102
H -4.6369 0.1651 3.8061 0.113
H -2.9882 -1.6029 5.5477 0.105
H -3.2659 -1.6978 3.8322 0.106
H -1.7384 0.5505 3.8373 0.109
H -1.1400 -0.1641 5.3098 0.117
H -1.2639 -1.7970 2.7434 0.114
H -0.3170 -2.1096 4.1794 0.119
H 0.9491 0.0349 3.7449 0.105
H 0.0846 0.2041 2.2371 0.111
H 1.0432 -2.4159 2.0398 0.113
H 1.8105 -1.0407 1.2984 0.085
H 2.4461 -2.0962 4.0915 0.111
H 3.3636 -2.4841 2.6489 0.106
H 4.4968 -0.6896 3.9467 0.073
H 3.0648 0.3009 3.8996 0.074
H 2.2984 1.6539 1.6629 0.080
H 3.2007 3.5317 0.3176 0.112
H 4.5279 2.4787 -0.0638 0.071
H 2.1072 1.0212 -0.6771 0.097
H 1.9370 2.6075 -1.3841 0.110
H 3.7531 2.2670 -2.8773 0.106
H 4.5272 1.1205 -1.8207 0.097
H 3.2484 -0.6957 -2.6294 0.071
H 3.1959 0.3266 -4.0687 0.056
H 1.8403 0.3058 -2.9575 0.071
H 6.9271 0.2053 2.8696 -0.070
H 6.9898 0.3898 0.7626 -0.064
C -7.3845 -1.1423 9.8310 -0.035
O -8.3692 -0.5827 10.7073 0.005
C -8.4665 0.7435 10.6394 -0.628
O -7.8122 1.4599 9.9270 0.117
O -9.4083 1.1412 11.4913 0.005
C -9.6158 2.5589 11.5182 -0.035
H -7.4243 -2.2132 10.0014 0.094
H -7.6186 -0.9080 8.7940 0.091
H -6.3966 -0.7515 10.0685 0.097
H -9.9220 2.9164 10.5370 0.097
H -8.7021 3.0708 11.8139 0.097
H -10.4013 2.7187 12.2494 0.093
C 5.4297 -1.6972 -5.9695 -0.032
O 5.7437 -1.2450 -7.2915 0.006
C 4.6838 -0.8689 -8.0046 -0.628
O 3.5410 -0.8824 -7.6243 0.118
O 5.0988 -0.4938 -9.2109 0.009
C 4.0503 -0.0435 -10.0790 -0.024
H 6.3842 -1.9413 -5.5147 0.095
H 4.9262 -0.9121 -5.4085 0.081
H 4.7858 -2.5740 -6.0090 0.099
H 3.5658 0.8378 -9.6627 0.102
H 3.3075 -0.8249 -10.2186 0.074
H 4.5341 0.1901 -11.0213 0.099
C 0.9909 -2.3230 -11.2563 -0.035
O 1.4695 -1.3255 -12.1699 -0.010
C 0.5062 -0.6588 -12.8043 -0.627
O -0.6762 -0.8359 -12.6733 0.126
O 1.0767 0.2397 -13.6046 0.002
C 0.1471 1.0326 -14.3542 -0.035
H 1.8814 -2.7731 -10.8292 0.089
H 0.3812 -1.8653 -10.4799 0.102
H 0.3993 -3.0677 -11.7849 0.098
H -0.5027 1.5910 -13.6832 0.097
H -0.4631 0.3980 -14.9939 0.097
H 0.7583 1.7044 -14.9476 0.093
```

=====

Entry 5:
C23H51N3O3P4Zr | ωB97M-V/def2-TZVPD

**Gap between HOMO and LUMO (alpha / beta)**: 3.10 / 3.10 eV
**LUMO (alpha / beta)**: -0.54578 / -0.54575 hartree
**HOMO level (alpha / beta)**: -18.0 / -18.0 eV
**Energy above the lowest of the compared OMol25 structures with the same formula, charge and spin**: 18.09 kJ/mol
**Total energy**: -73687.237 eV
**Total charge**: +4

```
85
Properties=species:S:1:pos:R:3:lowdin_charge:R:1
P 2.7609 -0.2785 -1.1729 0.849
C 3.4508 -0.5158 0.5000 -0.207
H 4.5285 -0.7244 0.4250 0.093
H 2.9489 -1.3459 1.0108 0.049
H 3.3034 0.3917 1.0955 0.039
C 3.4131 -1.8049 -1.9487 -0.221
H 3.3412 -1.7669 -3.0401 0.047
H 2.8226 -2.6602 -1.5932 0.065
H 4.4638 -1.9500 -1.6606 0.088
C 3.9449 0.9916 -1.7741 -0.209
H 4.9666 0.5888 -1.7456 0.092
H 3.8803 1.8737 -1.1265 0.059
H 3.7043 1.2976 -2.7973 0.043
P -0.9134 3.2426 -1.5875 0.812
C -0.9998 4.1859 -0.0425 -0.183
H -1.4766 5.1512 -0.2700 0.100
H 0.0063 4.3560 0.3564 0.067
H -1.6032 3.6478 0.6972 0.056
C 0.0933 4.3787 -2.5971 -0.196
H 0.0628 4.1138 -3.6598 0.053
H 1.1365 4.3478 -2.2555 0.071
H -0.3038 5.3940 -2.4613 0.092
C -2.6118 3.4811 -2.2044 -0.194
H -2.7697 4.5542 -2.3785 0.094
H -3.3242 3.1176 -1.4531 0.069
H -2.7784 2.9308 -3.1369 0.047
P -2.0641 -1.6337 -1.0551 0.856
C -2.8002 -1.9300 0.5842 -0.200
H -3.5737 -2.7089 0.4914 0.097
H -3.2653 -1.0096 0.9548 0.053
H -2.0273 -2.2590 1.2938 0.029
C -3.6059 -1.5365 -2.0448 -0.206
H -4.2987 -2.3215 -1.7132 0.088
H -3.4087 -1.6541 -3.1150 0.048
H -4.0735 -0.5566 -1.8840 0.067
C -1.4246 -3.3125 -1.4035 -0.201
H -2.2613 -4.0198 -1.4810 0.093
H -0.7532 -3.6282 -0.5945 0.036
H -0.8557 -3.3220 -2.3392 0.036
Zr -0.0419 0.3939 -2.0996 1.272
C 1.1132 1.8606 -0.5671 -0.217
O 1.6193 2.5169 0.2632 0.137
C -1.7392 0.9245 -0.4682 -0.227
O -2.4898 1.2496 0.3794 0.125
C -1.4037 0.2439 -4.0053 -0.091
C -0.7639 -1.0007 -3.8390 -0.138
C 0.6376 -1.0751 -3.7752 -0.108
C 1.4021 0.0975 -3.9305 -0.136
C 0.7745 1.3446 -4.0689 -0.098
C -0.6350 1.4206 -4.0807 -0.153
H -2.4903 0.2975 -4.0809 0.159
H -1.3453 -1.9134 -3.7829 0.120
H 1.1242 -2.0361 -3.6375 0.149
H 2.4870 0.0498 -3.9569 0.124
H 1.3700 2.2505 -4.1851 0.159
H -1.1383 2.3740 -4.2220 0.119
C 0.5491 -3.2443 1.7302 -0.101
N -0.2467 -2.3493 2.5997 -0.321
C -0.7753 -3.0305 3.7911 -0.087
P 0.1636 -0.7216 2.5551 0.566
O 0.4117 -0.2829 1.1397 -0.366
N -1.0564 0.1877 3.2256 -0.288
C -0.8899 1.6425 3.1939 -0.099
C -2.2776 -0.2695 3.8657 -0.083
N 1.5639 -0.5359 3.4600 -0.295
C 2.1844 0.7876 3.5471 -0.101
C 1.9422 -1.4522 4.5298 -0.068
H -0.0344 -4.1595 1.5532 0.101
H 1.5097 -3.5164 2.2019 0.097
H 0.7513 -2.7496 0.7708 0.045
H -0.1292 -3.8848 4.0534 0.108
H -0.8396 -2.3703 4.6665 0.081
H -1.7861 -3.4107 3.5725 0.098
H -0.3128 1.9519 2.3051 0.051
H -1.8837 2.1081 3.1338 0.091
H -0.3747 2.0037 4.1034 0.102
H -3.0086 0.5488 3.8082 0.097
H -2.7139 -1.1352 3.3473 0.067
H -2.1072 -0.5189 4.9265 0.103
H 1.7928 1.3706 4.3966 0.100
H 3.2663 0.6496 3.6726 0.101
H 2.0133 1.3495 2.6196 0.049
H 1.2908 -1.3526 5.4179 0.104
H 1.9007 -2.4920 4.1771 0.073
H 2.9806 -1.2283 4.8196 0.106
```

=====

Look up the total energy of the fourth one.
-75318.190 eV

=====

Number 5 is which compound?
C23H51N3O3P4Zr